C38H63ClF2NO5Si | ωB97M-V/def2-TZVPD

Computed properties:
* E: -77987.9246 eV
* Kohn-Sham gap: 4.026 eV
* total charge: -1
* LUMO energy: 2.18 eV
* HOMO: -1.8 eV

Cartesian coordinates (Å):
C  -4.849  1.694  6.320
H  -3.554  -6.707  -0.343
C  2.222  0.661  -6.541
H  -4.878  3.385  -2.010
H  3.760  1.213  -1.321
H  7.463  4.787  -0.646
C  -1.571  0.290  0.772
H  -3.806  1.347  -2.579
H  -3.069  2.283  8.466
H  4.410  -7.710  -0.030
C  3.523  -2.517  0.737
C  -3.546  3.789  -0.268
C  2.906  0.470  -1.362
C  6.686  3.067  -1.660
H  -2.476  3.842  0.034
C  -0.730  5.971  1.235
H  1.373  -6.988  -0.866
F  -2.371  -0.732  -1.381
C  3.607  -7.809  0.702
C  2.060  -6.191  -0.574
H  6.371  5.150  -1.996
H  -4.229  -0.857  2.822
H  0.756  -1.436  -7.801
H  -1.591  7.035  2.874
C  -3.777  3.492  -1.786
H  -5.505  0.978  5.826
C  0.412  0.365  -1.897
H  -1.298  0.623  -3.308
H  -2.725  -0.556  3.884
H  -0.100  -1.084  1.701
C  -3.329  -1.317  3.321
H  7.969  2.185  -0.189
C  -2.616  1.798  7.599
C  -3.722  -5.607  -0.227
H  0.928  -0.126  -2.774
C  -4.991  -3.571  -0.949
H  4.049  -7.951  1.689
H  -2.202  -5.376  1.406
C  -1.852  1.675  -1.445
H  0.405  -2.309  -6.298
C  1.546  1.275  -1.225
O  2.646  -5.881  1.704
H  -0.738  -1.746  0.163
H  2.988  -8.678  0.467
H  -4.148  3.110  0.400
H  1.490  -5.274  -0.423
H  1.905  0.984  -7.535
H  1.132  6.394  0.266
H  3.290  -1.664  2.930
H  1.643  2.237  -1.798
C  0.129  6.054  0.000
H  -0.322  6.740  -0.721
H  0.000  7.638  2.369
C  1.266  -0.378  -6.008
C  -2.950  -4.845  0.768
C  -3.197  -3.390  0.886
N  3.083  -0.520  -0.271
H  -3.972  4.825  -0.080
O  -1.220  4.923  1.587
O  0.640  -0.192  -4.991
C  -4.721  -4.999  -1.101
H  -2.611  2.461  -3.324
H  -0.507  -4.048  2.433
H  -0.698  0.985  0.775
H  -1.453  7.984  1.382
H  -4.448  -1.715  0.136
O  -3.518  -0.225  6.742
H  8.022  4.599  -2.336
H  0.201  5.065  -0.456
C  -1.150  -3.457  3.150
H  -0.525  -2.882  3.887
H  3.233  0.249  -6.584
H  -4.530  2.439  5.589
H  7.174  1.027  -1.272
H  -0.342  2.140  -2.988
H  2.795  -6.021  -1.363
H  -5.401  2.175  7.131
C  2.760  -6.561  0.709
H  2.743  0.714  1.462
H  2.991  -0.091  -2.323
H  -1.765  -4.216  3.704
Si  -2.235  -2.263  2.091
H  -3.746  -2.013  4.109
F  -3.716  0.733  -0.218
Cl  -3.181  4.972  -2.737
H  -1.810  1.149  7.942
C  3.276  -1.525  1.829
H  -2.199  2.547  6.923
C  -0.955  7.245  2.013
C  -3.648  0.971  6.874
C  7.659  2.002  -1.220
H  8.529  1.997  -1.879
H  2.084  -2.171  -6.851
C  -0.764  1.214  -2.499
C  2.999  -0.306  1.088
H  3.756  -3.574  0.981
H  3.537  -2.333  -1.545
H  -2.224  0.603  1.636
H  1.228  1.415  -0.163
H  0.082  -0.468  -1.231
C  -3.079  2.177  -2.334
C  3.398  -1.860  -0.549
H  -5.274  -5.584  -1.867
O  5.559  2.787  -2.002
C  -4.233  -2.807  0.029
C  -2.347  0.453  -0.581
H  2.223  1.524  -5.876
C  7.174  4.494  -1.657
C  -1.046  -1.178  1.084
H  -5.740  -3.037  -1.572
C  1.122  -1.657  -6.796

Forces on atoms 1 to 6 (eV/Å):
C -0.1 -0.3 -0.1
H 0.0 1.1 0.2
C 0.0 0.2 0.2
H 1.1 0.6 0.2
H -0.7 -0.9 0.0
H 0.2 0.0 -0.1

C38H64BeN6O16P2S3 | ωB97M-V/def2-TZVPD

Computed properties:
* E: -133619.7195 eV
* Kohn-Sham gap: 2.077 eV
* LUMO energy: -5.76 eV
* HOMO: -7.8 eV

Cartesian coordinates (Å):
O  3.089  -5.365  -4.203
C  7.469  -6.186  1.738
H  1.142  -1.679  -3.983
O  -4.640  -6.104  -0.323
O  -4.901  -2.098  3.972
H  1.597  6.391  0.115
H  3.799  3.166  -1.095
C  6.171  -5.195  3.558
C  -5.762  2.675  -1.419
S  -0.095  1.033  0.179
H  1.018  2.717  -4.152
C  -0.106  7.792  -2.374
C  1.784  3.988  -6.989
C  -5.407  -5.374  -3.491
O  3.611  -2.914  -4.017
S  -3.850  -5.266  -1.242
H  -5.344  -5.579  -4.560
H  -4.334  -2.811  -1.475
H  -4.387  0.911  -3.674
H  3.029  -1.352  -2.724
P  -3.903  -3.173  4.583
H  -6.213  -5.866  -2.948
C  -6.904  2.220  -2.086
C  6.544  -5.210  0.931
H  -5.915  -4.920  6.421
H  -3.820  -3.959  7.651
H  7.222  -7.024  3.732
N  1.085  2.917  -5.140
H  -5.344  -0.049  4.119
O  1.146  0.285  0.466
C  0.811  7.946  -1.336
H  -2.195  -3.135  7.455
H  -7.958  2.287  -1.860
H  -5.760  3.417  -0.634
C  2.194  3.519  -5.806
Be  0.478  -2.864  1.299
O  -1.087  0.045  0.525
N  -3.207  5.302  2.393
C  0.026  3.051  -5.998
O  -0.309  2.235  1.063
O  4.524  -3.576  2.024
N  5.187  1.925  -0.121
H  -0.267  3.931  -7.961
H  -4.422  -0.435  2.779
H  5.113  -5.163  -3.582
C  0.389  3.701  -7.134
C  5.974  3.738  -1.327
H  2.435  4.522  -7.665
H  -6.884  -4.811  4.843
H  -3.934  -6.984  -2.996
H  -2.468  4.702  2.056
H  5.655  -5.757  0.619
H  3.162  3.658  -5.348
H  -6.287  -3.303  -3.344
C  2.334  5.330  6.652
C  7.063  2.988  -0.771
H  7.765  -7.073  1.176
H  1.292  8.862  -1.024
O  1.222  -3.704  -4.258
H  -0.519  8.580  -2.986
H  4.472  4.778  6.417
H  -5.531  6.390  4.315
O  -4.848  -4.460  4.748
C  4.388  -5.858  -4.003
H  -5.655  -3.720  -0.993
N  1.648  4.366  4.729
O  2.430  -4.050  -1.955
H  3.460  3.596  4.052
H  4.842  -6.186  -4.938
H  6.840  -4.797  4.320
H  -3.659  2.233  -1.695
H  8.404  -5.744  2.083
H  0.247  4.838  -1.280
C  -0.333  6.476  -2.544
C  3.477  4.752  5.997
H  -7.157  1.051  -3.803
H  -0.095  -2.261  -5.045
C  -5.361  -3.852  -3.175
H  3.486  -0.911  -4.402
C  2.971  4.112  4.865
H  7.091  -4.883  0.046
C  -4.795  6.255  3.536
N  -4.622  2.172  -1.994
C  4.850  3.016  -0.895
O  -0.231  1.460  -1.189
C  3.686  -1.578  -3.564
C  -4.083  5.138  3.373
C  1.022  6.696  -0.747
S  5.959  -3.941  2.147
C  -3.029  -3.643  6.970
C  1.218  5.022  5.829
C  -5.103  1.472  -3.091
N  0.296  5.828  -1.471
H  -2.752  6.923  1.048
H  -0.992  2.853  -5.695
H  -3.561  -0.430  4.316
H  8.085  3.333  -0.803
C  0.461  -2.515  -4.143
H  7.184  1.362  0.679
C  -4.845  -3.742  -1.722
C  -4.038  -5.899  -3.008
H  -6.331  -3.398  5.717
C  -3.377  6.600  1.868
H  -2.689  -4.603  6.581
H  1.037  3.986  4.020
C  -4.506  -0.685  3.837
C  -6.483  1.552  -3.123
C  6.657  -6.491  2.966
H  -4.793  8.239  2.403
H  5.218  -5.117  4.082
O  -3.645  -2.744  6.108
C  -6.074  -4.426  5.462
H  -3.212  -5.521  -3.611
O  6.964  -2.894  2.309
H  4.695  -1.386  -3.199
H  5.790  -7.102  2.714
O  -2.451  -4.866  -0.924
H  4.240  -6.722  -3.356
O  -2.654  -3.378  3.812
P  2.564  -4.023  -3.430
H  -0.967  5.937  -3.233
H  -4.013  4.212  3.924
H  4.501  1.336  0.330
H  -0.230  -2.469  -3.301
H  -4.660  -3.407  -3.881
C  6.576  2.048  0.107
C  -4.438  7.227  2.524
H  5.937  4.640  -1.919
H  2.258  5.769  7.636
H  0.151  5.128  5.957

Forces on atoms 1 to 6 (eV/Å):
O -1.7 2.6 0.4
C -0.5 0.9 0.0
H 0.0 0.1 -0.1
O 1.2 1.1 -1.3
O 0.6 0.9 0.7
H 0.0 0.1 -0.2

C38H65BrClF4N2O15S2 | ωB97M-V/def2-TZVPD

Computed properties:
* E: -189236.9965 eV
* Kohn-Sham gap: 8.743 eV
* total charge: +1
* LUMO energy: -3.40 eV
* HOMO: -12.1 eV

Cartesian coordinates (Å):
H  -3.419  5.984  -0.947
C  0.269  -3.641  -4.616
H  -1.145  -1.061  -1.699
H  2.235  6.783  2.274
C  4.237  2.968  0.651
H  -1.602  -4.195  -5.592
H  1.108  1.876  4.233
H  -2.377  6.507  -2.532
F  -0.133  -5.513  -5.965
O  -4.627  5.545  -3.899
H  0.227  1.982  2.243
H  2.264  3.441  1.815
C  -0.965  -4.436  -2.941
Cl  -3.103  -0.746  2.149
H  3.615  5.588  -0.333
H  3.141  -0.186  4.448
O  -3.072  3.589  -3.899
H  1.177  0.689  5.788
H  0.079  0.099  1.141
S  -3.850  4.545  -2.959
H  0.110  0.907  -0.558
H  -3.207  3.930  0.057
O  -5.094  3.743  -2.051
F  -2.230  -10.446  -3.854
H  2.069  3.258  -0.075
C  -2.125  -8.988  -7.208
C  1.034  5.538  5.822
H  5.217  6.668  0.874
O  0.448  -10.624  -1.743
O  -2.392  -8.682  -8.562
H  -2.582  -8.251  -6.542
C  1.677  -1.321  -1.518
C  -1.481  4.756  -1.185
H  4.114  1.094  1.956
C  3.184  6.166  1.928
H  4.728  3.172  -0.416
C  -0.635  -8.952  -7.157
H  -0.626  5.533  -0.997
O  2.039  4.745  6.302
H  4.001  8.203  1.093
C  0.964  0.773  4.639
O  -0.215  -3.356  -3.319
H  0.961  -2.071  0.614
H  -6.855  2.047  1.697
C  -4.395  1.552  1.558
C  -0.886  -1.132  -0.556
H  -0.721  -0.708  5.018
H  -0.370  -8.813  -2.336
H  1.770  5.699  0.176
H  -0.164  2.943  0.163
O  1.336  6.862  5.936
N  -2.019  1.873  2.884
H  0.324  -3.048  -0.881
C  -0.597  0.297  0.186
C  4.974  0.396  -0.049
H  -7.435  1.598  3.187
C  -0.487  0.117  4.187
C  3.171  -1.523  -0.868
C  4.432  7.210  1.578
C  -0.719  -4.638  -5.118
H  2.048  7.066  7.853
H  3.634  5.267  7.521
F  3.220  7.944  6.478
H  4.997  3.296  1.495
C  -1.627  -10.539  -2.648
H  3.759  0.445  -2.071
H  -1.112  3.979  -1.979
H  -2.306  -10.188  -1.863
H  -0.406  -0.510  3.174
H  1.441  -0.226  -1.860
Br  -2.724  1.397  -1.350
C  -2.056  4.076  0.200
C  0.561  -1.970  -0.494
H  -1.492  1.970  5.047
F  -0.163  -9.829  -6.244
H  -1.937  4.887  1.068
H  -4.508  2.682  1.281
C  3.110  5.609  6.625
O  -0.009  5.112  5.354
C  -1.746  1.156  4.211
H  -1.667  -1.828  -0.037
H  -2.710  0.593  4.622
H  -4.844  1.136  3.864
C  -0.303  -9.855  -2.661
C  -2.806  1.092  1.807
H  0.297  -2.737  -5.231
C  -1.267  -9.018  -9.264
C  -2.749  5.598  -1.854
H  5.009  7.430  2.595
C  -1.229  2.740  0.665
C  4.242  -0.354  -1.352
H  5.125  -0.931  -1.901
C  2.839  5.334  0.530
H  1.641  -1.985  -2.506
C  -0.791  2.553  2.242
C  2.421  6.914  6.835
O  0.304  -12.807  -1.077
H  1.735  -1.298  3.855
O  -1.456  -4.573  -1.833
H  -5.603  3.112  -2.667
H  3.559  -2.572  -1.219
H  1.283  -4.048  -4.544
H  5.407  -0.428  0.675
C  -0.144  -11.857  -1.696
H  3.472  5.466  2.824
H  -1.970  4.005  4.417
H  3.085  -1.437  0.317
H  2.815  1.135  0.552
H  -2.533  -9.976  -6.972
C  3.939  1.340  0.806
O  -1.298  -11.891  -2.419
H  -5.809  0.017  2.555
C  2.117  -0.171  3.880
H  2.260  0.129  2.741
N  -6.594  2.037  2.729
C  -5.382  1.087  2.826
H  -0.217  -7.957  -6.970
H  -0.769  3.682  2.624
O  -1.183  -8.978  -10.480
C  -1.899  1.243  0.454
S  -2.820  3.334  3.525
O  -1.104  -5.335  -3.955
H  5.859  1.089  -0.425
H  3.820  5.634  5.791
H  0.181  -9.887  -3.643
C  2.760  3.703  0.769
H  -4.838  0.946  0.628
O  -0.251  -9.395  -8.439

Forces on atoms 1 to 6 (eV/Å):
H 1.2 -0.7 -2.3
C 0.9 0.9 -0.5
H 0.4 0.2 2.4
H 2.0 -1.3 -0.7
C -0.8 -0.8 -0.2
H 0.1 -0.2 -0.1

Question: The lowest E belongs to which entry?
Answer: C38H65BrClF4N2O15S2

Question: What is the formula in the second record?
Answer: C38H64BeN6O16P2S3

Question: Which of these has the highest Kohn-Sham gap?
Answer: C38H65BrClF4N2O15S2